The following is a DFT calculation (the ωB97M-V functional and the def2-TZVPD basis) of a 12-piece molecular cluster, C27H83N19O12 overall at a distorted geometry.

The value obtained for the max |F| is 6.42 eV/Å. Its net charge is 0. As for the HOMO-LUMO gap: 9.37 eV. The HOMO energy is -9.240 eV. The value obtained for the total energy is -82226.07581 eV.

Geometry as XYZ:
```
141
Properties=species:S:1:pos:R:3:forces:R:3
C -7.515 0.669 -5.220 0.04 0.96 0.37
O -6.180 0.315 -5.542 -0.34 -0.36 0.40
C -5.694 1.011 -6.653 1.04 1.09 -0.46
C -4.144 0.820 -6.796 -1.28 2.32 -0.98
C -3.584 1.714 -7.951 -0.71 -0.56 1.77
N -3.820 -0.533 -7.030 0.42 -1.30 0.83
H -8.246 0.454 -6.000 0.08 -0.53 -0.12
H -7.590 1.746 -5.068 0.21 0.38 -0.14
H -7.814 0.286 -4.245 0.21 -0.66 -0.28
H -6.259 0.760 -7.552 0.12 -0.57 -0.41
H -5.847 2.087 -6.580 -0.22 0.35 0.56
H -3.722 1.226 -5.877 0.13 -0.48 0.34
H -3.936 2.736 -7.811 -0.47 -0.05 -0.47
H -3.957 1.192 -8.833 0.56 0.71 -0.56
H -2.507 1.818 -7.817 0.07 -0.62 -0.63
H -4.110 -0.836 -7.949 -0.01 0.14 -0.28
H -4.439 -1.002 -6.385 0.16 -0.87 0.12
C 5.916 0.556 4.901 0.93 0.10 0.96
O 5.947 -0.081 3.652 -1.03 -0.51 -0.17
C 6.910 -1.113 3.502 -0.44 0.38 -1.22
C 6.735 -1.827 2.137 1.09 -0.75 0.60
C 5.443 -2.638 2.050 0.46 0.78 0.32
N 7.920 -2.738 2.022 -0.68 -0.16 -0.26
H 6.017 -0.062 5.793 0.31 -1.04 -0.22
H 4.987 1.053 5.182 -0.12 0.38 -1.14
H 6.783 1.214 4.955 -0.16 0.58 0.13
H 7.899 -0.662 3.431 0.34 -0.02 0.60
H 6.815 -1.849 4.301 0.25 -0.03 0.14
H 6.785 -1.139 1.293 -0.32 0.60 0.27
H 5.494 -3.542 2.656 0.11 -0.03 -0.10
H 5.218 -2.870 1.009 -0.20 -0.13 0.11
H 4.700 -1.971 2.487 -0.48 -0.20 -0.28
H 7.899 -3.090 1.075 -0.11 -0.53 -0.17
H 8.814 -2.268 2.034 0.01 0.57 0.36
C 0.391 -1.263 5.401 0.02 -1.13 -0.54
O 0.180 -0.982 6.761 0.58 1.07 0.26
C 1.359 -0.352 7.301 0.15 -0.97 0.07
C 1.239 -0.102 8.808 -1.72 0.38 0.35
C 0.117 0.893 9.125 -0.69 -0.11 0.37
N 2.457 0.380 9.439 0.84 0.06 0.14
H 1.348 -1.749 5.209 0.27 -0.49 0.45
H 0.457 -0.460 4.667 -0.61 0.85 0.45
H -0.389 -1.967 5.112 -0.04 0.17 -0.17
H 2.158 -1.082 7.172 0.42 0.03 -0.07
H 1.613 0.514 6.690 -0.02 0.45 0.25
H 0.938 -1.047 9.261 0.12 -0.26 -0.10
H 0.101 1.150 10.184 0.76 0.43 0.11
H -0.910 0.528 9.104 0.03 -0.41 -1.03
H 0.206 1.774 8.490 -0.09 0.17 0.19
H 2.745 -0.201 10.213 0.12 -0.63 -0.30
H 2.292 1.242 9.941 -0.18 0.44 -0.48
C 5.206 -3.915 -4.315 0.64 -0.07 0.22
O 6.142 -4.948 -3.997 0.23 0.32 -0.25
C 7.448 -4.490 -3.624 -0.40 -0.21 1.22
C 8.206 -5.668 -2.970 -0.66 -0.28 1.41
C 7.310 -6.328 -1.901 -0.52 -0.73 -0.13
N 9.459 -5.198 -2.248 -1.20 0.08 -1.77
H 5.215 -3.134 -3.554 0.09 0.13 0.18
H 4.193 -4.315 -4.346 0.23 -0.32 -0.06
H 5.442 -3.451 -5.273 0.00 0.02 -0.16
H 7.991 -3.962 -4.408 0.03 -0.35 -0.53
H 7.359 -3.759 -2.820 -0.21 0.31 0.21
H 8.417 -6.427 -3.724 0.18 -0.04 -0.16
H 6.865 -5.667 -1.157 0.50 0.43 -0.01
H 7.822 -7.137 -1.380 0.52 0.25 0.19
H 6.440 -6.868 -2.276 0.01 0.25 -0.69
H 9.964 -6.010 -1.922 -0.17 -0.34 0.28
H 10.012 -4.915 -3.045 0.71 0.59 0.07
C -0.008 -2.927 -0.853 0.50 1.00 -0.20
O -0.560 -1.761 -0.262 -0.52 0.41 -0.14
C -1.347 -1.082 -1.239 -0.04 0.24 -0.28
C -2.232 0.117 -0.775 -0.17 -1.03 1.90
C -2.903 -0.165 0.571 1.78 -0.07 1.25
N -3.307 0.427 -1.680 0.25 0.06 -0.77
H 0.644 -3.381 -0.107 -0.31 -0.28 -0.15
H 0.587 -2.618 -1.713 0.50 0.01 -0.10
H -0.757 -3.574 -1.309 -0.33 -0.37 0.58
H -0.729 -0.675 -2.040 0.59 0.02 -0.13
H -1.913 -1.867 -1.740 -0.86 0.10 -0.01
H -1.598 0.979 -0.570 0.10 0.15 -0.51
H -3.363 -1.147 0.687 -0.62 0.26 -0.39
H -3.427 0.689 1.000 -0.77 -0.20 -0.65
H -2.092 -0.222 1.298 0.39 -0.32 0.14
H -2.956 0.676 -2.594 0.08 0.11 -0.32
H -3.781 -0.456 -1.808 -0.60 -0.07 -0.21
N -4.109 0.035 6.685 2.31 -4.05 1.55
C -4.416 1.148 6.127 -0.25 4.00 -1.79
N -5.690 1.472 6.347 -1.66 0.26 0.06
O -3.626 1.877 5.531 0.35 0.06 0.06
H -3.115 -0.144 6.663 -0.25 -0.73 0.06
H -4.800 -0.664 6.914 0.61 0.07 0.11
H -6.219 0.686 6.699 -0.79 0.98 -0.08
H -6.079 2.332 5.989 -0.11 -0.53 -0.03
N -5.065 -3.048 -3.166 0.98 1.22 -2.47
C -5.572 -3.778 -2.184 -4.29 2.54 1.18
N -4.707 -4.681 -1.799 1.60 -3.94 1.71
O -6.666 -3.528 -1.641 1.60 -0.72 -0.59
H -4.370 -3.578 -3.673 0.03 0.81 -0.48
H -5.652 -2.431 -3.710 -0.04 -0.15 0.21
H -5.129 -5.421 -1.257 0.08 0.13 0.29
H -4.086 -5.077 -2.490 0.09 0.22 0.12
N -3.745 5.365 -1.862 3.28 -1.54 1.48
C -4.852 5.987 -2.230 -0.47 -2.18 -1.76
N -4.678 7.262 -2.300 1.01 5.21 0.78
O -5.820 5.449 -2.669 -2.93 -1.83 -0.33
H -3.604 4.365 -1.846 -0.68 0.22 -0.15
H -2.888 5.890 -1.970 -0.10 -0.26 0.17
H -4.000 7.595 -1.629 -0.24 0.70 -0.30
H -5.407 7.894 -2.598 0.05 -0.41 0.21
N 3.564 1.391 -6.941 3.60 -0.80 -0.36
C 2.281 1.382 -7.187 -3.17 0.60 -2.71
N 1.597 1.832 -6.166 -1.55 1.05 4.20
O 1.685 1.158 -8.239 1.13 -0.57 -0.56
H 3.915 1.768 -6.072 0.12 -0.13 -0.48
H 4.189 1.142 -7.695 -0.03 0.05 0.38
H 0.619 2.082 -6.155 0.37 -0.50 -0.52
H 2.050 1.757 -5.266 -0.47 0.31 0.16
N -8.478 4.526 0.391 0.04 3.70 -2.33
C -8.471 3.415 1.040 -1.43 -2.22 2.19
N -7.574 2.544 0.609 1.83 -2.10 -0.51
O -9.218 3.112 1.956 -0.41 0.39 0.94
H -7.930 4.516 -0.458 -0.24 0.91 0.08
H -9.073 5.300 0.651 0.10 -0.41 -0.27
H -7.444 1.772 1.248 0.14 -0.08 -0.63
H -7.017 2.663 -0.225 0.06 -0.17 0.44
N -0.253 3.527 3.041 -3.58 -0.85 -3.54
C 0.772 3.693 3.810 2.89 -0.62 -1.49
N 0.340 3.819 5.008 -0.82 0.56 6.34
O 1.943 3.676 3.520 1.98 0.52 -1.12
H -1.019 3.182 3.602 -0.65 0.07 -1.38
H -0.196 3.291 2.060 0.14 -0.11 0.39
H 1.044 3.817 5.733 -0.28 -0.08 0.00
H -0.553 3.395 5.213 0.24 0.40 0.70
N 3.708 1.622 -0.050 1.75 -2.55 3.95
C 3.155 2.443 -0.877 -0.14 -0.46 -2.19
N 3.131 3.707 -0.437 -0.50 1.51 -0.75
O 2.840 2.075 -2.000 -0.63 0.55 -0.97
H 3.806 0.623 -0.163 -0.36 0.42 -0.39
H 3.967 1.990 0.855 0.14 -0.39 -0.04
H 3.028 3.946 0.539 -0.05 0.24 -0.34
H 2.918 4.298 -1.228 -0.29 0.65 0.81
```
Forces are in eV/Å.

Mulliken population analysis, charges in e, atoms 1 to 99: C -0.85; O -0.19; C -0.83; C 0.35; C -1.27; N -0.62; H 0.35; H 0.31; H 0.29; H 0.34; H 0.39; H 0.16; H 0.37; H 0.37; H 0.26; H 0.29; H 0.28; C -0.85; O -0.23; C -0.74; C 0.62; C -1.36; N -0.75; H 0.31; H 0.28; H 0.32; H 0.32; H 0.35; H 0.29; H 0.37; H 0.31; H 0.31; H 0.21; H 0.24; C -0.82; O -0.31; C -0.66; C 0.58; C -1.47; N -0.68; H 0.36; H 0.30; H 0.28; H 0.30; H 0.27; H 0.22; H 0.47; H 0.32; H 0.29; H 0.27; H 0.27; C -0.69; O -0.28; C -0.66; C 0.48; C -1.29; N -0.71; H 0.29; H 0.24; H 0.28; H 0.38; H 0.29; H 0.22; H 0.22; H 0.38; H 0.34; H 0.26; H 0.26; C -0.75; O -0.26; C -0.51; C 0.42; C -1.58; N -0.53; H 0.24; H 0.33; H 0.26; H 0.38; H 0.20; H 0.29; H 0.33; H 0.43; H 0.37; H 0.23; H 0.13; N -0.37; C 0.68; N -0.41; O -0.68; H 0.21; H 0.19; H 0.15; H 0.23; N -0.30; C 0.61; N -0.42; O -0.68; H 0.17; H 0.14